Below is a molecular structure, C29H32BrN5O3S7W, with properties calculated with ωB97M-V/def2-TZVPD.

Results
expectation value of S²: 2.015
relative energy (zero: lowest compared OMol25 entry of this formula, charge and spin): 71.13 kJ/mol
net charge: +2
frontier orbital gap (spin up / spin down): 7.1 / 6.9 eV
2S+1: 3

Last column: Löwdin spin population.
Positions of all 78 atoms, in Å:
H  0.85  -3.13  -3.61  -0.0003
C  4.86  0.54  -1.49  -0.0001
H  -4.29  -5.16  -2.51  0.0001
S  -2.72  0.15  1.18  -0.0117
H  5.68  -1.28  3.31  0.0001
C  3.40  -0.86  0.91  0.0026
H  -0.15  3.10  -1.75  0.0000
C  -2.18  2.88  0.98  0.0004
H  3.97  -3.26  3.42  0.0000
H  -0.01  4.65  -5.74  0.0000
C  -1.49  -2.61  -0.48  0.0544
C  2.72  -0.04  -0.15  0.0133
H  -3.03  1.94  2.73  0.0001
H  1.21  0.93  -2.20  0.0054
C  3.95  -2.42  2.74  0.0008
C  -3.26  -2.16  2.70  0.0001
C  -0.95  -1.99  4.29  0.0002
C  4.83  -1.39  2.66  0.0013
S  2.07  -2.48  -1.60  0.0227
C  1.07  -2.28  -2.98  0.0039
H  -0.06  1.31  4.69  -0.0001
H  0.86  -1.06  5.02  0.0012
C  0.63  -1.01  -3.13  0.0081
N  -3.63  -4.96  -1.78  0.0033
O  -2.30  -0.06  -2.88  0.0061
H  -4.13  2.09  1.37  -0.0005
H  4.89  3.75  -2.47  0.0000
C  0.45  -1.44  4.08  0.0063
C  -0.34  3.90  -5.03  -0.0001
H  5.08  0.40  1.38  0.0001
C  -0.38  1.21  3.65  0.0015
C  1.13  -0.15  -2.11  0.0046
C  -1.67  0.89  -2.44  0.0118
Br  1.02  5.48  -3.08  0.0000
C  4.68  2.77  -2.07  0.0001
C  -1.47  1.96  -4.66  0.0002
C  4.51  -0.49  1.61  0.0017
C  -3.44  -0.65  2.65  -0.0021
N  -0.78  -1.70  -0.31  0.0170
S  -1.57  -2.76  2.77  0.0007
C  0.00  4.01  -3.68  0.0001
C  3.69  0.86  -0.88  0.0008
O  -1.41  0.99  -1.14  0.0984
S  2.74  -2.33  1.54  0.0042
H  -3.43  -5.67  -1.10  0.0003
H  -3.89  -3.00  -3.32  0.0001
O  1.68  0.77  0.42  0.0799
H  -3.83  -2.53  3.55  0.0000
C  -3.04  -3.78  -1.66  0.0078
H  -1.63  -1.22  4.63  0.0000
H  5.30  -0.45  -1.46  0.0001
C  -0.42  3.04  -2.80  0.0000
H  -3.67  -2.63  1.81  0.0000
H  -2.35  3.88  1.39  0.0001
H  -4.51  -0.42  2.60  -0.0007
H  -1.43  0.94  3.65  0.0001
H  0.93  2.81  3.04  0.0003
C  -1.18  1.99  -3.30  0.0009
C  -3.10  1.87  1.65  -0.0003
H  -0.91  -2.75  5.08  0.0001
S  -0.42  2.53  1.14  0.0285
H  -2.07  1.15  -5.07  0.0001
H  6.37  1.60  -2.72  0.0000
S  0.62  -0.08  2.89  0.0282
C  5.43  1.64  -2.18  0.0001
H  -0.73  3.33  3.34  0.0001
C  -0.12  2.52  2.94  0.0056
N  -2.22  -3.65  -0.57  0.0315
H  -3.05  -0.17  3.55  -0.0001
C  1.92  -0.83  -1.19  -0.0049
N  -3.26  -2.83  -2.55  0.0021
H  1.12  -2.21  3.71  0.0000
H  -2.34  2.93  -0.09  -0.0001
W  -0.12  0.18  0.13  1.5622
S  3.28  2.52  -1.12  0.0005
H  -2.91  -1.86  -2.47  0.0004
N  -1.06  2.89  -5.51  0.0002
H  0.02  -0.68  -3.96  0.0004